(1)
{
  "formula": "C39H76INO12",
  "method": "wB97M-V/def2-TZVPD",
  "species": ["C", "C", "C", "C", "O", "C", "C", "C", "C", "C", "O", "I", "O", "C", "O", "O", "C", "C", "N", "C", "C", "C", "O", "H", "H", "H", "H", "H", "H", "H", "H", "H", "H", "H", "H", "H", "H", "H", "H", "H", "H", "H", "H", "H", "H", "H", "H", "H", "H", "H", "H", "C", "C", "C", "O", "C", "H", "H", "H", "H", "H", "H", "H", "H", "C", "C", "C", "O", "C", "H", "H", "H", "H", "H", "H", "H", "H", "C", "C", "C", "O", "C", "H", "H", "H", "H", "H", "H", "H", "H", "C", "C", "C", "O", "C", "H", "H", "H", "H", "H", "H", "H", "H", "C", "C", "C", "O", "C", "H", "H", "H", "H", "H", "H", "H", "H", "C", "C", "C", "O", "C", "H", "H", "H", "H", "H", "H", "H", "H"],
  "positions_angstrom": [[-0.76920, 2.70431, 2.65886], [-0.42858, 3.13285, 1.22556], [-0.61688, 2.02377, 0.19918], [0.41332, 0.89437, 0.26894], [1.64427, 1.37302, 0.78553], [2.61800, 0.43642, 1.12920], [2.50080, 0.01487, 2.59261], [1.30537, -0.86546, 2.96613], [2.72266, -0.77909, 0.22222], [3.01366, -0.64829, -1.26150], [3.25673, -1.62544, -1.90952], [2.96049, 1.22940, -2.29905], [3.90155, 1.10154, 0.94149], [3.96222, 2.43782, 1.18526], [4.08072, 3.27254, 0.33369], [4.08059, 2.67755, 2.50048], [3.87597, 4.04691, 2.86419], [3.77320, 4.16836, 4.36817], [2.78409, 3.26237, 4.92567], [2.39201, 3.61898, 6.29113], [1.49823, 4.87226, 6.33109], [2.05246, 5.95925, 7.22991], [0.18949, 4.57035, 6.80980], [0.09446, 2.31097, 3.18970], [-1.56010, 1.95161, 2.62997], [-1.17453, 3.54849, 3.21811], [-1.11449, 3.93670, 0.94991], [0.57338, 3.54885, 1.15946], [-1.60974, 1.58492, 0.28134], [-0.55839, 2.46658, -0.79844], [0.54914, 0.50893, -0.74453], [0.00455, 0.08231, 0.87036], [2.44251, 0.92111, 3.18157], [3.42804, -0.50137, 2.84231], [1.14144, -1.69807, 2.28680], [1.47925, -1.28956, 3.95419], [0.39852, -0.26832, 3.03427], [1.83957, -1.40922, 0.28605], [3.55666, -1.37057, 0.60117], [4.69767, 4.66101, 2.49590], [2.96124, 4.40933, 2.39704], [3.48071, 5.19619, 4.58206], [4.75318, 4.01623, 4.84037], [3.18538, 2.33731, 4.98552], [1.80481, 2.78983, 6.68559], [3.26767, 3.72413, 6.94262], [1.41772, 5.23224, 5.30089], [2.42331, 5.52288, 8.15531], [1.29303, 6.70468, 7.44439], [2.90124, 6.42661, 6.72999], [-0.22165, 3.96489, 6.18489], [6.07626, -0.32235, -4.49251], [7.21773, 0.32032, -3.70862], [8.17404, 0.71451, -4.82730], [7.36120, 1.00607, -5.96458], [6.02273, 0.56037, -5.73066], [5.13293, -0.34403, -3.95135], [6.33713, -1.34702, -4.76725], [6.85813, 1.20919, -3.18497], [7.67623, -0.34352, -2.97704], [8.85170, -0.10941, -5.07816], [8.77395, 1.59340, -4.58797], [5.38345, 1.43466, -5.56397], [5.66467, 0.03510, -6.61664], [6.50046, -0.06238, 5.24827], [6.96874, 0.08347, 6.69452], [6.55460, 1.51478, 7.00784], [5.37778, 1.77035, 6.23536], [5.20318, 0.73337, 5.26186], [6.35667, -1.09504, 4.93438], [7.21920, 0.40325, 4.57086], [6.43040, -0.61575, 7.33789], [8.03616, -0.08284, 6.82874], [7.33176, 2.22810, 6.71398], [6.32347, 1.67047, 8.06194], [4.35540, 0.10648, 5.56882], [4.97405, 1.18287, 4.29716], [-2.74638, -1.96063, -2.63905], [-4.10297, -1.74620, -1.97854], [-3.69816, -1.29285, -0.58201], [-2.45755, -0.59376, -0.72892], [-1.92960, -0.82473, -2.04237], [-2.78583, -1.93217, -3.72330], [-2.32958, -2.92467, -2.33682], [-4.64896, -0.95379, -2.49567], [-4.72904, -2.63660, -1.96757], [-3.54424, -2.14671, 0.08687], [-4.42656, -0.62214, -0.12215], [-2.03914, 0.09457, -2.62867], [-0.86622, -1.05771, -1.96260], [-4.96388, -4.34037, -6.92682], [-6.32454, -4.11571, -6.27415], [-5.92327, -3.64708, -4.88432], [-4.68178, -2.95175, -5.03638], [-4.14997, -3.19337, -6.34247], [-4.99091, -4.32463, -8.01522], [-4.55450, -5.30045, -6.60675], [-6.87160, -3.32810, -6.79819], [-6.94507, -5.00896, -6.24727], [-5.77132, -4.50081, -4.21491], [-6.65269, -2.97351, -4.43122], [-4.25591, -2.28263, -6.94193], [-3.08785, -3.42586, -6.25224], [-4.89240, 2.53299, -1.79824], [-6.23854, 2.75650, -1.11155], [-5.80100, 3.23581, 0.26723], [-4.56868, 3.93182, 0.07734], [-4.06952, 3.68565, -1.23801], [-4.94503, 2.54331, -2.88591], [-4.46264, 1.57746, -1.48510], [-6.79830, 3.54056, -1.62584], [-6.86299, 1.86524, -1.06749], [-5.62950, 2.39106, 0.94398], [-6.51957, 3.91052, 0.73358], [-4.19072, 4.59384, -1.83840], [-3.00632, 3.44798, -1.17726], [-7.48158, -8.44428, -3.42473], [-6.35630, -7.83834, -2.58784], [-5.34280, -7.46548, -3.66153], [-6.10049, -7.14326, -4.83051], [-7.45914, -7.55165, -4.65801], [-8.44869, -8.44468, -2.92491], [-7.23707, -9.47293, -3.69707], [-6.71064, -6.94239, -2.07328], [-5.94724, -8.51907, -1.84337], [-4.67882, -8.30521, -3.89143], [-4.72901, -6.60500, -3.39037], [-8.08124, -6.66065, -4.51229], [-7.79204, -8.06097, -5.56275]],
  "mulliken_charge": [-0.72, -0.58, -0.90, 0.06, 0.19, 1.60, -0.29, -1.57, -0.48, -0.26, -0.54, 0.00, -0.32, 0.50, -0.62, 0.04, -0.79, -0.54, 0.28, -0.90, 0.54, -1.49, -0.61, -0.07, 0.26, 0.36, 0.51, 0.12, 0.39, 0.39, -0.42, 0.29, -0.46, 0.61, 0.30, 0.45, 0.27, 0.29, 0.57, 0.36, 0.31, 0.49, 0.15, -0.24, 0.53, 0.29, 0.26, 0.34, 0.42, 0.31, 0.32, -0.12, -0.43, -0.43, -0.41, -0.40, -0.07, 0.28, 0.18, 0.36, 0.26, 0.28, 0.22, 0.28, -0.67, -0.60, -0.58, -0.33, 0.44, 0.37, 0.33, 0.26, 0.37, 0.31, 0.29, 0.17, -0.32, -0.38, -0.31, -0.63, -0.26, -0.25, 0.16, 0.27, 0.10, 0.34, 0.35, 0.25, 0.21, 0.12, -0.51, -0.44, -0.11, -0.26, -0.57, 0.37, 0.19, 0.35, 0.16, -0.05, 0.28, 0.31, 0.28, 0.14, -0.69, -0.42, -0.41, -0.13, 0.44, -0.41, 0.32, 0.36, 0.25, 0.30, 0.32, -0.09, -0.57, -0.53, -0.36, -0.34, -0.44, 0.32, 0.29, 0.25, 0.35, 0.30, 0.21, 0.27, 0.29],
  "homo_lumo_gap_ha": 0.347,
  "smiles": "CCCCO[C@@](CC)(CC(=O)I)OC(=O)OCCNC[C@H](C)O.C1CCOC1.C1CCOC1.C1CCOC1.C1CCOC1.C1CCOC1.C1CCOC1",
  "molar_mass_g_mol": 877.9,
  "lumo_energy_ev": 0.46,
  "fmax_ev_per_a": 0.983,
  "charge": 0
}

***

(2)
{
  "formula": "C39H76NO17PS",
  "method": "wB97M-V/def2-TZVPD",
  "species": ["H", "N", "C", "C", "C", "O", "S", "O", "O", "O", "C", "C", "C", "C", "O", "O", "P", "O", "O", "O", "H", "H", "H", "H", "H", "H", "H", "H", "H", "H", "H", "C", "C", "C", "O", "C", "H", "H", "H", "H", "H", "H", "H", "H", "C", "C", "C", "O", "C", "H", "H", "H", "H", "H", "H", "H", "H", "C", "C", "C", "O", "C", "H", "H", "H", "H", "H", "H", "H", "H", "C", "C", "C", "O", "C", "H", "H", "H", "H", "H", "H", "H", "H", "C", "C", "C", "O", "C", "H", "H", "H", "H", "H", "H", "H", "H", "C", "C", "C", "O", "C", "H", "H", "H", "H", "H", "H", "H", "H", "C", "C", "C", "O", "C", "H", "H", "H", "H", "H", "H", "H", "H", "C", "C", "C", "O", "C", "H", "H", "H", "H", "H", "H", "H", "H"],
  "positions_angstrom": [[-5.81528, 4.95182, -0.61895], [-6.31120, 4.11266, -0.31095], [-5.75706, 3.63786, 0.70594], [-6.36027, 2.37029, 1.29203], [-5.62948, 1.16176, 0.62337], [-6.71525, 0.42370, -0.04085], [-7.35610, -0.67272, 0.95119], [-7.40418, -1.90682, 0.27621], [-8.55656, -0.31957, 1.59545], [-6.20325, -0.54651, 2.09447], [-5.02246, 0.06359, 1.50109], [-4.42440, -1.10570, 0.66110], [-2.92825, -0.92195, 0.27099], [-2.69011, 0.31685, -0.55766], [-2.44696, 1.38486, -0.10976], [-2.72970, 0.19174, -1.90209], [-4.04530, 0.52389, 3.01730], [-4.65206, 1.55588, 3.83579], [-3.98879, -0.83939, 3.92159], [-2.52348, 0.92847, 2.72952], [-4.86095, 4.12895, 1.10865], [-6.38086, 2.34995, 2.38614], [-7.40032, 2.35797, 0.95758], [-5.03989, 1.58008, -0.19365], [-4.96908, -1.29299, -0.26819], [-4.48476, -2.02935, 1.24984], [-2.67675, -1.78018, -0.36576], [-2.28770, -1.00923, 1.14917], [-3.05972, 1.05472, -2.20903], [-4.14681, -1.57124, 3.29806], [-1.91617, 0.20786, 2.97769], [1.82131, -2.18649, 4.91452], [0.77233, -2.41626, 5.99439], [-0.44833, -1.73741, 5.39571], [-0.32883, -1.85965, 3.96813], [0.99560, -2.31099, 3.64640], [2.64983, -2.88912, 4.95061], [2.22728, -1.17878, 4.99859], [0.58567, -3.48742, 6.11077], [1.04799, -2.01152, 6.96742], [-0.47060, -0.67066, 5.64143], [-1.38552, -2.18840, 5.72326], [0.92535, -3.35448, 3.31895], [1.39481, -1.71508, 2.82412], [6.75802, -1.92542, 5.77100], [6.70016, -0.41246, 5.64704], [5.61224, -0.22557, 4.60297], [4.70359, -1.32532, 4.75105], [5.29462, -2.30774, 5.61114], [7.18783, -2.27386, 6.70955], [7.34705, -2.34178, 4.95124], [6.38468, 0.02619, 6.59845], [7.64578, 0.03941, 5.36059], [6.02485, -0.26212, 3.58854], [5.06949, 0.71360, 4.72316], [4.76866, -2.27665, 6.57254], [5.16306, -3.30000, 5.17557], [12.02290, -1.15646, 4.75855], [11.56849, -0.60888, 3.41371], [10.09073, -0.96639, 3.41477], [9.66305, -0.94434, 4.78227], [10.81295, -0.87430, 5.63475], [12.93581, -0.69688, 5.13505], [12.18878, -2.23417, 4.68425], [11.69130, 0.47695, 3.39420], [12.10592, -1.02701, 2.56357], [9.92531, -1.97631, 3.02429], [9.48798, -0.26675, 2.83344], [10.85784, 0.13375, 6.06081], [10.70634, -1.59105, 6.45008], [1.95860, -2.42470, -1.29065], [1.51090, -1.87872, -2.63902], [0.03507, -2.23830, -2.64699], [-0.40154, -2.21721, -1.28022], [0.74293, -2.14451, -0.42136], [2.86888, -1.96310, -0.90880], [2.12671, -3.50227, -1.36324], [1.63242, -0.79310, -2.65794], [2.05337, -2.29648, -3.48611], [-0.12595, -3.24730, -3.03732], [-0.56427, -1.54085, -3.23243], [0.78358, -1.13481, 0.00513], [0.63324, -2.86137, 0.39426], [1.39747, 1.96423, -2.92255], [1.28425, 3.47225, -3.09662], [0.17207, 3.58454, -4.12846], [-0.69106, 2.46213, -3.92561], [-0.05437, 1.52793, -3.04352], [1.85455, 1.66334, -1.97985], [1.98721, 1.53835, -3.73940], [0.97012, 3.93221, -2.15514], [2.21020, 3.94967, -3.41599], [0.56876, 3.52813, -5.14808], [-0.40228, 4.50794, -4.03069], [-0.56469, 1.57562, -2.07747], [-0.15974, 0.51967, -3.44182], [-0.60218, 5.20677, 0.46452], [-1.01709, 5.81058, -0.86954], [-2.51511, 5.55409, -0.87402], [-2.94117, 5.57894, 0.49414], [-1.79004, 5.55329, 1.34786], [0.34011, 5.59559, 0.84948], [-0.51105, 4.12135, 0.36873], [-0.82040, 6.88596, -0.86861], [-0.50886, 5.37256, -1.72867], [-2.74662, 4.56418, -1.28367], [-3.06962, 6.30377, -1.44160], [-1.67757, 6.54708, 1.79428], [-1.94526, 4.82878, 2.14812], [-1.37806, -5.40646, -7.54034], [-2.11653, -5.67548, -6.23967], [-1.15814, -5.09921, -5.20969], [-0.46788, -4.01534, -5.84956], [-0.73009, -4.06143, -7.25769], [-2.02362, -5.39091, -8.41767], [-0.60900, -6.16753, -7.69585], [-3.05798, -5.12057, -6.22588], [-2.33967, -6.72810, -6.06986], [-0.41113, -5.83912, -4.90207], [-1.67071, -4.73162, -4.31941], [-1.40636, -3.23541, -7.50285], [0.20250, -3.92088, -7.80579], [-5.54447, 2.80735, -5.75593], [-5.82122, 1.38415, -6.21823], [-4.73045, 0.60471, -5.50036], [-4.46448, 1.30261, -4.27965], [-5.10077, 2.58688, -4.31931], [-6.40376, 3.47187, -5.83715], [-4.72543, 3.23501, -6.34002], [-6.80483, 1.06389, -5.86549], [-5.79039, 1.25879, -7.29997], [-3.80534, 0.58233, -6.08616], [-5.02402, -0.42174, -5.27631], [-5.95809, 2.56177, -3.63799], [-4.40286, 3.35086, -3.97141]],
  "mulliken_charge": [0.33, -0.70, -0.32, -0.74, 0.16, -0.38, 1.12, -0.59, -0.64, -0.45, 0.78, -1.87, 0.38, 0.43, -0.53, -0.32, 0.97, -0.73, -0.61, -0.35, 0.44, 0.51, 0.35, 0.27, 0.64, 0.60, 0.42, -0.03, 0.16, 0.43, 0.24, 0.08, -0.73, -0.49, -0.39, -0.36, 0.11, 0.10, 0.32, 0.34, 0.30, 0.35, 0.19, 0.18, -0.39, -0.46, -0.51, -0.34, -0.48, 0.40, 0.06, 0.28, 0.27, 0.28, 0.26, 0.26, 0.37, -0.53, -0.58, -0.45, -0.25, -0.53, 0.33, 0.27, 0.27, 0.34, 0.28, 0.29, 0.29, 0.29, -0.74, 0.15, -0.13, -0.33, -0.14, 0.37, 0.30, -0.39, 0.46, -0.10, 0.34, 0.18, 0.15, -0.70, -0.36, -0.52, -0.37, 0.27, 0.40, 0.37, -0.08, 0.47, 0.31, 0.31, -0.19, 0.00, -0.33, -0.19, -0.16, -0.37, -0.44, 0.45, 0.04, 0.36, -0.18, -0.01, 0.34, 0.30, 0.21, -0.55, -0.59, -0.28, -0.33, -0.45, 0.33, 0.26, 0.27, 0.36, 0.28, 0.20, 0.27, 0.26, -0.58, -0.61, -0.53, -0.28, -0.25, 0.36, 0.27, 0.26, 0.35, 0.31, 0.29, 0.24, 0.15],
  "homo_lumo_gap_ha": 0.363,
  "smiles": "[H]/N=C/C[C@@H]1OS(=O)(=O)O[C@]1(CCC(=O)O)P(=O)(O)O.C1CCOC1.C1CCOC1.C1CCOC1.C1CCOC1.C1CCOC1.C1CCOC1.C1CCOC1.C1CCOC1",
  "molar_mass_g_mol": 894.1,
  "lumo_energy_ev": 0.44,
  "fmax_ev_per_a": 2.520,
  "charge": 0
}